# 1
The following is a quantum chemistry calculation of a molecular structure, C55H47N2O3P2RuS3 at a distorted geometry, from the Open Molecules 2025 dataset.

Values from the calculation:
frontier orbital gap (alpha / beta) = 5.766 / 6.729 eV
M = 1043.21 g/mol
expectation value of S² = 8.790
multiplicity = 6
DFT total energy = -4431.233436 Ha

XYZ file:
```
113
C55H47N2O3P2RuS3 (ωB97M-V with the def2-TZVPD basis set)
Ru -1.4728 -0.1525 0.2129
S -3.3170 1.7797 -0.1347
P -2.6241 1.4688 -1.9510
C -1.4088 0.2158 -1.8177
P -0.0474 -0.6611 -2.5751
S 1.0315 -1.3437 -1.0536
C 0.8899 0.3932 -3.7441
C 0.6185 0.4527 -5.1131
C 1.2704 1.4001 -5.8877
C 2.3320 2.1384 -5.3272
C 2.6459 2.0121 -3.9670
C 1.9213 1.1047 -3.1838
C -0.7359 -2.0725 -3.4479
C -2.0096 -2.5785 -3.1684
C -2.3929 -3.6998 -3.8588
C -1.6249 -4.3989 -4.7627
C -0.3177 -3.9460 -4.9948
C 0.1399 -2.8555 -4.2504
C -3.8842 0.8599 -3.1584
C -3.6817 1.0884 -4.5482
C -4.4167 0.3780 -5.5296
C -5.4532 -0.4681 -5.0470
C -5.6978 -0.5875 -3.6269
C -4.9129 0.0282 -2.7065
C -2.0191 3.0126 -2.6527
C -3.0089 3.8336 -3.1716
C -2.6421 5.1121 -3.5584
C -1.3887 5.6052 -3.4800
C -0.3805 4.7900 -2.9399
C -0.7074 3.5186 -2.5409
H -0.2255 -0.1096 -5.4890
H 1.0132 1.4921 -6.9195
H 2.9409 2.8002 -5.9762
H 3.4989 2.6035 -3.5771
H 2.1760 0.8766 -2.1497
H -2.6952 -2.0822 -2.5178
H -3.3929 -4.0559 -3.6265
H -1.8448 -5.2465 -5.2977
H 0.3970 -4.4718 -5.6143
H 1.1627 -2.5162 -4.2605
H -2.8412 1.7255 -4.7433
H -4.3021 0.6297 -6.5892
H -6.1320 -0.9732 -5.7369
H -6.3958 -1.3087 -3.3117
H -5.0679 -0.0532 -1.6398
H -4.0673 3.6087 -3.1581
H -3.4683 5.6625 -4.0512
H -1.1230 6.5989 -3.7045
H 0.5940 5.1588 -2.8874
H 0.0370 2.9297 -2.1286
O 3.2108 3.8758 3.4080
C 3.2684 3.7126 2.0211
C 1.9507 3.1196 1.5347
C 1.7975 2.7609 0.1680
C 0.7929 1.8847 -0.0951
N -0.0226 1.3571 0.7784
C -0.0209 1.7890 2.0580
C 0.9424 2.7413 2.4353
C -0.9899 1.1580 2.9308
C -1.1858 1.4657 4.3095
C -1.8794 0.7396 5.1874
C -2.0674 1.2120 6.6674
O -1.7738 0.2861 7.6642
C -2.4519 -0.5338 4.6553
C -2.3449 -0.7577 3.3710
N -1.7344 0.0685 2.3680
H 2.5638 4.5232 3.7370
H 4.0138 2.8609 1.8283
H 3.6462 4.5255 1.4179
H 2.6238 2.9811 -0.4538
H 0.4831 1.4318 -1.0266
H 0.9324 2.9231 3.4841
H -0.8088 2.4964 4.4864
H -3.0434 1.6035 6.8050
H -1.4751 2.0571 6.9709
H -0.9851 -0.2397 7.4756
H -3.0541 -1.1749 5.3100
H -2.7191 -1.5698 2.7924
C -4.3761 -4.1145 -0.0605
C -4.9642 -2.8539 0.2285
C -4.1288 -1.7180 0.2426
C -2.7274 -1.7983 0.1158
C -2.1620 -3.1197 -0.1164
C -2.9839 -4.2276 -0.2460
H -5.0063 -5.0279 -0.2079
H -5.9839 -2.5400 0.3051
H -4.5862 -0.7587 0.3991
H -1.0754 -3.2039 -0.2696
H -2.4727 -5.1548 -0.5539
O 4.3936 0.2453 1.5015
S 4.5749 -1.1956 1.7961
C 5.9299 -1.4341 2.9872
C 6.7445 -2.5280 2.8384
C 7.8217 -2.7552 3.7209
C 8.0519 -1.8650 4.7576
C 7.3060 -0.6964 4.8421
C 6.2481 -0.5062 3.9933
C 3.3603 -1.6620 3.0576
C 3.5401 -2.9094 3.6617
C 2.6106 -3.3057 4.5705
C 1.5024 -2.5073 4.8534
C 1.4523 -1.2599 4.3206
C 2.3856 -0.7736 3.4596
H 6.6198 -3.2581 2.0812
H 8.3442 -3.7283 3.7488
H 8.8468 -1.9924 5.5189
H 7.5084 0.0689 5.5649
H 5.6128 0.3355 4.1507
H 4.4144 -3.4906 3.4635
H 2.8639 -4.2334 5.0570
H 0.6670 -2.7604 5.4856
H 0.6947 -0.5358 4.6251
H 2.3345 0.2705 3.1824
```

***

# 2
The following is a quantum chemistry calculation of 3 unconnected molecules or ions with the total composition C5H15NO2 at a distorted geometry, from the Open Molecules 2025 dataset.

Values from the calculation:
frontier orbital gap = 8.400 eV
M = 121.18 g/mol
SMILES = CCC/C=C/N.O.O
DFT total energy = -404.696919 Ha

XYZ file:
```
23
C5H15NO2 (ωB97M-V with the def2-TZVPD basis set)
C 2.2030 0.8519 1.5583
C 2.4970 0.9559 0.0907
C 1.8672 -0.0783 -0.9133
C 0.3536 0.1089 -1.1038
C -0.4475 -0.7790 -1.7145
N -1.7971 -0.9524 -1.4776
H 2.6769 1.5648 2.2607
H 1.1120 1.1063 1.5477
H 2.3563 -0.1401 1.9675
H 3.5773 0.8251 -0.1104
H 2.4098 1.9629 -0.3401
H 2.1511 -1.0547 -0.4980
H 2.3949 0.0872 -1.8572
H -0.1090 0.7769 -0.3526
H 0.0731 -1.5259 -2.3811
H -2.2734 -0.1793 -1.0439
H -2.1984 -1.8644 -1.5308
H -3.5848 1.4596 0.7094
H -2.6394 0.3638 1.3038
O -2.7716 0.9718 0.5669
H -0.5704 -0.6028 1.2106
H -0.6208 -1.8893 1.9289
O -1.0462 -1.0241 1.9454
```

***

# 3
The following is a quantum chemistry calculation of a molecular structure, C31H49B2N9O3P3TeTi, from the Open Molecules 2025 dataset.

Values from the calculation:
frontier orbital gap (alpha / beta) = 7.307 / 7.635 eV
M = 885.81 g/mol
expectation value of S² = 0.752
multiplicity = 2
DFT total energy = -4120.799528 Ha

XYZ file:
```
99
C31H49B2N9O3P3TeTi (ωB97M-V with the def2-TZVPD basis set)
Ti 0.7890 -0.1003 0.1438
C 3.9187 1.0122 -1.1823
C 3.9155 -0.1036 -0.1960
C 5.0093 -0.7908 0.3309
C 4.4730 -1.7310 1.1851
N 3.1386 -1.6227 1.1588
N 2.7919 -0.6169 0.3167
B 2.1006 -2.3752 2.0382
N 1.0230 -3.0085 1.1282
C 0.4963 -4.2402 1.1401
C -0.4996 -4.3005 0.1922
C -0.5425 -3.0222 -0.3693
C -1.3692 -2.5756 -1.5236
N 0.3619 -2.2394 0.2293
N 1.3849 -1.3347 2.9314
C 1.2738 -1.2186 4.2598
C 0.5653 -0.0722 4.5409
C 0.2722 0.4948 3.3006
C -0.3762 1.8105 3.0546
N 0.7340 -0.2950 2.3231
N 2.8409 -3.4656 2.7875
C 3.3868 -4.5763 2.2294
C 4.2455 -5.1296 3.1416
C 4.1855 -4.2654 4.2567
C 4.9295 -4.3662 5.5490
N 3.3535 -3.2651 4.0297
H 4.4498 1.8732 -0.7735
H 2.9125 1.3324 -1.4397
H 4.4192 0.6908 -2.0965
H 6.0494 -0.6198 0.1156
H 4.9540 -2.4572 1.8194
H 0.8616 -4.9914 1.8185
H -1.0989 -5.1525 -0.0770
H -2.3544 -3.0386 -1.4830
H -0.8848 -2.8728 -2.4555
H -1.4832 -1.4937 -1.5439
H 1.7483 -1.9386 4.9014
H 0.3264 0.3280 5.5107
H -1.2786 1.9013 3.6570
H -0.6243 1.9635 2.0083
H 0.3038 2.6146 3.3434
H 3.1490 -4.8736 1.2209
H 4.8298 -6.0269 3.0300
H 5.3010 -5.3782 5.7025
H 4.2845 -4.1016 6.3856
H 5.7840 -3.6880 5.5602
C -3.7542 -0.9781 -0.0332
P -2.6846 0.5175 0.0271
C -3.5555 1.3621 1.4108
C -3.3351 1.4933 -1.4012
C -4.3440 0.9857 -2.2228
C -4.7744 1.6811 -3.3427
C -4.1966 2.8986 -3.6657
C -3.2115 3.4222 -2.8435
C -2.7773 2.7449 -1.7072
P -1.5596 3.4830 -0.5379
C -0.2057 3.9696 -1.6730
C -2.3503 5.1221 -0.2646
H -3.6420 -1.4979 -0.9822
H -4.8076 -0.7443 0.1265
H -3.4234 -1.6546 0.7573
H -3.4422 0.7742 2.3222
H -4.6164 1.4650 1.1787
H -3.1290 2.3487 1.5778
H -4.7997 0.0302 -2.0059
H -5.5565 1.2651 -3.9655
H -4.5217 3.4434 -4.5432
H -2.7810 4.3871 -3.0836
H 0.3089 3.0791 -2.0354
H 0.5093 4.5669 -1.1030
H -0.5581 4.5600 -2.5209
H -1.6895 5.7116 0.3720
H -3.3024 4.9915 0.2519
H -2.5258 5.6667 -1.1942
B 2.1621 4.4238 1.1494
C 1.7314 2.9423 0.8614
N 1.3880 1.8711 0.5952
H 2.8606 4.4285 2.1360
H 2.7575 4.7989 0.1609
H 1.1307 5.0459 1.3161
C -2.5910 -0.2664 -4.8200
C -1.3811 0.4064 -4.2203
O -0.3966 -0.6229 -3.9634
P 0.9008 -0.3066 -3.0977
O 0.4098 0.2214 -1.7167
Te 2.3302 -2.1327 -3.1240
O 1.4806 1.0459 -3.7209
C 2.1268 1.0394 -5.0089
C 2.5334 2.4590 -5.3192
H -3.3411 0.4821 -5.0767
H -3.0323 -0.9663 -4.1092
H -2.3142 -0.8157 -5.7196
H -1.6251 0.9183 -3.2872
H -0.9483 1.1363 -4.9081
H 1.4315 0.6460 -5.7554
H 2.9862 0.3679 -4.9610
H 1.6638 3.1165 -5.3361
H 3.0193 2.5001 -6.2945
H 3.2303 2.8295 -4.5676
```

***

# 4
The following is a quantum chemistry calculation of a single C5H9N molecule at a distorted geometry, from the Open Molecules 2025 dataset.

Values from the calculation:
frontier orbital gap (alpha / beta) = 7.487 / 7.426 eV
M = 83.13 g/mol
DFT total energy = -250.497146 Ha

XYZ file:
```
15
C5H9N (ωB97M-V with the def2-TZVPD basis set)
C -1.0650 0.7711 0.8552
C -1.2718 0.7185 -0.6424
C -0.3357 -0.5261 0.8346
N 0.7334 -0.5201 0.0078
C 1.9277 -0.8770 0.4703
C 0.3798 0.0394 -1.2662
H -0.4601 1.6317 1.1950
H -1.9428 0.7089 1.5193
H -2.1773 0.0920 -0.8088
H -1.3122 1.6106 -1.2357
H -0.5561 -1.3994 1.4087
H 2.0745 -0.7931 1.5396
H 2.7054 -1.2494 -0.1816
H -0.0032 -0.7047 -1.9604
H 1.3033 0.4974 -1.7354
```

***

# 5
The following is a quantum chemistry calculation of a single C5H8O2 molecule, from the Open Molecules 2025 dataset.

Values from the calculation:
frontier orbital gap = 10.349 eV
M = 100.12 g/mol
SMILES = O=C1CC[C@@H]1CO
DFT total energy = -345.758265 Ha

XYZ file:
```
15
C5H8O2 (ωB97M-V with the def2-TZVPD basis set)
O -0.6738 1.8051 1.9167
C -0.3337 1.4963 0.5807
C 0.0868 0.0407 0.3791
C -0.8161 -1.0123 -0.3260
C 0.4031 -1.5208 -1.1356
C 1.1305 -0.2563 -0.6944
O 2.0748 0.3604 -1.1080
H 0.1566 1.9466 2.4096
H 0.4643 2.1605 0.2150
H -1.2384 1.7142 0.0073
H 0.4543 -0.3754 1.3292
H -1.3148 -1.7371 0.3218
H -1.5601 -0.5407 -0.9742
H 0.3033 -1.6654 -2.2116
H 0.8632 -2.4157 -0.7094
```

***

Number 3 is which compound?
C31H49B2N9O3P3TeTi

***

What is the DFT total energy in the fifth record?
-345.758265 Ha

***

Among the records above, which one has the lowest DFT total energy?
C55H47N2O3P2RuS3

***

The lowest DFT total energy belongs to which entry?
C55H47N2O3P2RuS3